Computed, not measured: a 9-piece molecular cluster, C38H95BF4NO24P5S2 overall in a non-equilibrium geometry, with ωB97M-V/def2-TZVPD.

E_HOMO = -0.36087 Eh

Element x y z (Å)
N -2.31448 -4.16104 -1.71001
H -2.53190 -4.25728 -0.72840
H -3.15323 -4.19869 -2.27142
H -1.63099 -4.82203 -2.05064
H -1.92294 -3.23072 -1.67362
B -0.48591 0.11601 -0.42639
F -0.77401 -0.58964 0.75424
F -0.02615 1.38006 -0.19092
F 0.44824 -0.68342 -1.06433
F -1.62525 0.10071 -1.22768
C 4.44557 0.56581 2.53366
C 5.41967 1.73278 2.75598
C 6.78755 1.27220 2.09249
S 7.03927 -0.47451 2.61418
O 7.83928 -0.48690 3.82267
O 7.36061 -1.46004 1.58955
C 5.23202 -0.63499 3.17053
H 4.26904 0.48482 1.46111
H 3.46275 0.48325 2.99772
H 5.48192 1.89376 3.83222
H 5.05959 2.70073 2.40739
H 7.70461 1.79548 2.36324
H 6.77544 1.27289 1.00255
H 5.17356 -0.78835 4.24810
H 5.08193 -1.64504 2.78927
C -1.87695 1.72806 -6.47952
C -0.66533 0.79597 -6.40880
C 0.34085 1.20700 -7.48729
S -0.86213 1.53507 -8.93080
O -1.48489 0.24705 -9.30195
O -0.25134 2.42150 -9.93898
C -2.06146 2.45895 -7.85152
H -1.97368 2.47841 -5.69485
H -2.79877 1.15711 -6.36835
H -0.90200 -0.21540 -6.73931
H -0.26604 0.89919 -5.39984
H 1.12996 0.48220 -7.68746
H 0.69563 2.20129 -7.21597
H -3.01322 2.40403 -8.37995
H -1.83817 3.52093 -7.74943
C 4.16547 6.11120 -9.88349
C 3.22518 6.34834 -8.68674
O 3.52424 5.36739 -7.71469
P 4.63090 5.67774 -6.57532
O 4.59826 7.12432 -6.08124
O 4.40414 4.42830 -5.49811
C 3.44293 4.52126 -4.51182
C 3.97395 5.12614 -3.14377
O 6.09029 5.31723 -7.31320
C 6.41675 4.03833 -7.82185
C 7.16766 3.19751 -6.79567
H 4.03052 6.89711 -10.62661
H 5.24455 6.07733 -9.73323
H 3.85519 5.18599 -10.36908
H 3.45587 7.39012 -8.46409
H 2.20165 6.32337 -9.06074
H 2.59308 5.09402 -4.88307
H 3.05249 3.52575 -4.30058
H 4.90713 4.71362 -2.76022
H 4.24966 6.16658 -3.31574
H 3.15780 5.18216 -2.42345
H 5.45754 3.59643 -8.09153
H 7.04606 4.24185 -8.68825
H 8.25042 3.31420 -6.84150
H 6.89116 3.50316 -5.78661
H 7.10608 2.11243 -6.87883
C -8.88105 0.09584 4.75590
C -8.45958 0.48499 3.33703
O -8.96571 1.71259 2.92403
P -9.67149 1.74072 1.52013
O -10.88946 0.80306 1.43068
O -10.03120 3.35010 1.33533
C -10.58392 3.80457 0.10393
C -11.69996 4.69524 0.55469
O -8.54015 1.28883 0.37175
C -7.42302 2.14029 0.03708
C -6.46484 2.25986 1.19204
H -9.96819 0.13052 4.82680
H -8.61269 -0.90538 5.09301
H -8.60636 0.84903 5.49438
H -7.38265 0.63687 3.40970
H -8.67106 -0.36188 2.68420
H -9.79271 4.40742 -0.34177
H -11.06922 3.06073 -0.52794
H -12.17568 5.27410 -0.23695
H -12.53668 4.14714 0.98778
H -11.46392 5.51548 1.23262
H -6.90222 1.81616 -0.86393
H -7.82737 3.12148 -0.21162
H -6.99496 2.71061 2.03103
H -6.08906 1.25447 1.38200
H -5.65641 2.95727 0.97259
C 5.32489 -6.70959 -7.27401
C 5.26128 -7.48438 -5.97302
O 3.99782 -7.25552 -5.29034
P 3.88175 -6.13578 -4.11472
O 2.55253 -5.98256 -3.45778
O 5.10577 -6.42765 -3.05312
C 4.89369 -7.18344 -1.85838
C 5.60465 -6.51123 -0.66159
O 4.38529 -4.75896 -4.78947
C 4.66564 -3.59524 -4.07422
C 6.17399 -3.28126 -4.17070
H 5.35518 -5.66253 -6.97262
H 6.13256 -7.05178 -7.92104
H 4.47707 -6.83943 -7.94665
H 5.45762 -8.55118 -6.08019
H 6.11730 -7.11458 -5.40858
H 3.83879 -7.41659 -1.71380
H 5.29278 -8.17135 -2.08827
H 6.59116 -6.07070 -0.80597
H 5.03225 -5.73835 -0.14865
H 5.70189 -7.23501 0.14760
H 4.01294 -2.80837 -4.45228
H 4.51568 -3.82529 -3.01937
H 6.49615 -3.38923 -5.20639
H 6.40760 -2.25342 -3.89311
H 6.76371 -3.95510 -3.54918
C -0.24057 7.81952 9.96290
C -0.24137 6.91326 8.70021
O 1.15768 6.66213 8.44204
P 1.55833 5.75463 7.18323
O 2.93294 6.13647 6.68324
O 1.45695 4.30776 7.83926
C 2.57069 3.71476 8.52699
C 2.48636 2.18005 8.54548
O 0.31012 5.73439 6.19555
C 0.38832 4.97973 5.01005
C -0.61853 5.71623 4.11923
H 0.53420 8.58341 9.89736
H -1.16055 8.37082 10.15727
H -0.00613 7.18151 10.81500
H -0.71736 5.97193 8.97491
H -0.84304 7.36365 7.91076
H 3.56423 4.08125 8.26882
H 2.48769 4.00368 9.57471
H 2.82892 1.83272 7.57074
H 3.29420 1.86397 9.20547
H 1.53551 1.75994 8.87334
H 1.40400 4.92828 4.61779
H 0.11138 3.93269 5.13302
H -0.71064 6.76527 4.40048
H -0.44699 5.58619 3.05069
H -1.57242 5.26132 4.38615
C -5.73848 -6.45184 7.33240
C -6.12870 -6.91562 5.82213
O -5.56090 -6.20461 4.74432
P -4.19130 -6.55920 3.93814
O -3.95872 -5.80558 2.64131
O -2.99070 -6.23872 5.02669
C -2.48399 -4.94249 5.23757
C -0.97634 -4.92717 5.07074
O -4.09548 -8.17958 4.00133
C -3.53424 -9.07460 3.06093
C -4.30044 -10.37578 3.17369
H -4.70932 -6.69547 7.59618
H -5.89530 -5.37393 7.37235
H -6.36787 -7.01040 8.02520
H -5.89034 -7.94893 5.57002
H -7.21220 -6.83598 5.73383
H -2.91203 -4.19089 4.57427
H -2.78761 -4.61520 6.23195
H -0.62176 -3.90280 5.18490
H -0.37572 -5.52388 5.75723
H -0.75232 -5.38543 4.10744
H -3.61356 -8.65550 2.05785
H -2.48536 -9.30123 3.25220
H -3.84804 -11.09695 2.49299
H -4.40846 -10.76957 4.18432
H -5.33276 -10.27489 2.83868

Mulliken population analysis, charges in e, atoms 1 to 2: -0.409 0.318

***

Computed, not measured: a 6-piece molecular cluster, C38H95BrN8O13P overall in a non-equilibrium geometry, with ωB97M-V/def2-TZVPD.

total charge = +1
E_HOMO = -0.36638 Eh

Element x y z (Å)
C -2.58529 -0.09022 -1.13667
C -1.59687 -1.04883 -1.78201
O -1.06766 -0.58324 -3.02059
C -0.48619 0.66470 -2.85083
C 0.48646 0.96569 -3.97956
O 1.44556 1.94223 -3.52872
N 1.25611 3.19207 -4.15538
C 0.14230 3.82204 -3.67035
N -0.00573 3.99671 -2.29732
P 1.10666 5.17045 -1.63700
O 0.75091 6.54433 -1.99475
N -0.75866 4.28483 -4.47445
C -2.02020 4.97930 -4.11915
Br -3.08089 4.87554 -5.74249
C -1.88303 6.42730 -3.62019
C -2.42570 6.56724 -2.20584
H -3.18912 -0.59122 -0.38792
H -2.05727 0.71475 -0.62608
H -3.24019 0.38017 -1.86805
H -2.07476 -2.01427 -1.90416
H -0.77244 -1.19572 -1.08011
H -1.25154 1.45568 -2.85577
H 0.06552 0.74067 -1.90473
H -0.07150 1.33702 -4.84076
H 0.99381 0.06196 -4.30299
H 1.23164 3.06638 -5.16575
H 0.20604 3.09411 -1.84903
H 1.02686 4.91092 -0.26276
H 2.41056 4.85896 -2.05265
H -0.62061 4.13346 -5.46919
H -2.52637 4.36822 -3.38261
H -2.49222 7.05725 -4.25670
H -0.85063 6.74806 -3.70310
H -3.44988 6.20262 -2.16139
H -1.84235 6.02730 -1.46984
H -2.44022 7.61544 -1.92862
C -5.76640 -2.55546 4.72355
O -4.73877 -3.40857 5.18975
C -4.88078 -4.78007 4.85404
C -3.98074 -5.19696 3.71025
N -4.41511 -4.63917 2.43687
C -3.44814 -4.69225 1.34338
C -2.03690 -4.14665 1.53884
O -1.93073 -2.73064 1.60165
C -2.39829 -2.14605 2.80444
H -5.69989 -1.62439 5.28218
H -5.65010 -2.30563 3.66258
H -6.75522 -2.99544 4.88093
H -5.92732 -5.02362 4.64556
H -4.57865 -5.34725 5.73805
H -4.00264 -6.28933 3.63880
H -2.95829 -4.90369 3.97971
H -4.72374 -3.68669 2.56647
H -3.89289 -4.15029 0.50464
H -3.35594 -5.73533 1.02343
H -1.46688 -4.43627 0.65292
H -1.52695 -4.60049 2.39710
H -2.11242 -2.72622 3.68495
H -3.48168 -2.00494 2.78000
H -1.94455 -1.15698 2.88275
C -6.26747 4.58010 7.59697
O -5.36035 4.93609 6.57283
C -3.98639 4.82037 6.90857
C -3.33257 3.59658 6.30035
N -3.78284 2.35916 6.91901
C -3.47168 1.12744 6.19951
C -3.84801 0.98285 4.72769
O -5.22436 0.80473 4.45866
C -6.02682 1.96145 4.60398
H -7.23858 4.99075 7.32625
H -6.38068 3.49497 7.69937
H -5.96458 4.99809 8.56059
H -3.84730 4.84884 7.99375
H -3.49224 5.70092 6.48958
H -2.24992 3.68384 6.44378
H -3.52787 3.62952 5.22053
H -4.77588 2.40223 7.09689
H -3.95556 0.31030 6.73936
H -2.39194 0.95688 6.27916
H -3.37336 0.06219 4.37856
H -3.44327 1.79523 4.10892
H -5.53268 2.85257 4.20801
H -6.31081 2.12540 5.64641
H -6.94224 1.79308 4.03784
C 3.23475 -1.54816 4.69038
O 2.91271 -0.17203 4.72018
C 3.96707 0.70937 4.36402
C 3.80973 1.27530 2.96794
N 4.03557 0.27622 1.93330
C 3.58495 0.62388 0.59242
C 2.15754 1.10995 0.36576
O 1.14462 0.13174 0.45944
C 0.84231 -0.31789 1.77198
H 2.46737 -2.07240 5.25729
H 3.23704 -1.95787 3.67350
H 4.20647 -1.74021 5.15254
H 4.94004 0.22535 4.49167
H 3.92014 1.54586 5.06560
H 4.54232 2.07946 2.84021
H 2.80945 1.72504 2.91661
H 3.62399 -0.60437 2.20765
H 3.72985 -0.26262 -0.02979
H 4.26245 1.39183 0.20039
H 2.12197 1.45554 -0.67643
H 1.91002 1.98086 0.99047
H 0.83005 0.50260 2.49382
H 1.54207 -1.09363 2.08823
H -0.14691 -0.77017 1.73618
C 9.39590 0.16270 -4.28445
O 9.60768 1.54577 -4.08808
C 8.76946 2.40589 -4.84157
C 7.66490 3.02583 -4.01003
N 6.64937 2.05521 -3.62102
C 5.73940 2.46909 -2.55979
C 6.27817 3.01375 -1.23713
O 6.85436 2.06155 -0.37100
C 8.13461 1.59368 -0.75881
H 10.27143 -0.35642 -3.89915
H 8.52078 -0.21055 -3.73950
H 9.28322 -0.07672 -5.34537
H 8.36764 1.88744 -5.71816
H 9.40464 3.21889 -5.20164
H 7.18865 3.81018 -4.60826
H 8.14118 3.50930 -3.14907
H 7.08771 1.18254 -3.36396
H 5.11591 1.60251 -2.32081
H 5.07020 3.23398 -2.97732
H 5.41079 3.40114 -0.69287
H 6.95422 3.86660 -1.37681
H 8.76295 2.39963 -1.14521
H 8.06178 0.78914 -1.49477
H 8.60893 1.18197 0.13037
C 0.92290 -7.60622 -5.89535
O 1.10604 -6.22945 -5.63040
C 0.31374 -5.34834 -6.40998
C -0.85924 -4.77292 -5.64272
N -1.89085 -5.76387 -5.37706
C -2.89234 -5.39983 -4.37851
C -2.45779 -4.91455 -2.99871
O -1.93941 -5.90005 -2.12963
C -0.63359 -6.35208 -2.43349
H 1.77402 -8.13377 -5.46859
H 0.01505 -8.00616 -5.43033
H 0.88854 -7.80398 -6.96999
H -0.01441 -5.83486 -7.33395
H 0.96531 -4.51562 -6.68924
H -1.29663 -3.96889 -6.24533
H -0.45662 -4.31921 -4.72786
H -1.46819 -6.64496 -5.12311
H -3.52758 -6.27529 -4.22851
H -3.52959 -4.62151 -4.81383
H -3.36099 -4.55082 -2.50134
H -1.76928 -4.05993 -3.05308
H 0.02124 -5.53148 -2.73921
H -0.64519 -7.12706 -3.20384
H -0.22725 -6.79907 -1.52679

Mulliken population analysis, charges in e, atoms 1 to 2: -1.273 0.466

***

Computed, not measured: a 9-piece molecular cluster, C38H95N5O9 overall in a non-equilibrium geometry, with ωB97M-V/def2-TZVPD.

multiplicity = 2
total charge = +1
E_HOMO (spin up / spin down) = -0.35054 / -0.35054 Eh

Element x y z (Å)
C 1.25690 -0.92248 6.44770
C 1.80067 -1.73448 5.31068
O 0.75946 -2.65191 4.89895
H 1.11630 -1.55970 7.32079
H 0.32489 -0.41843 6.19195
H 2.07771 -0.22249 6.60385
H 2.50159 -2.40391 5.80935
H 2.15662 -1.11096 4.49054
H 0.31034 -2.19143 4.18631
C -3.14562 -5.66872 -1.98793
C -1.93145 -4.98687 -2.62496
O -1.35387 -5.91890 -3.42693
H -2.76634 -5.97297 -1.01238
H -3.48034 -6.60638 -2.43160
H -3.97518 -4.96306 -1.94365
H -1.28127 -4.87016 -1.75792
H -2.10375 -4.02106 -3.09995
H -0.42196 -5.85814 -3.64932
C -3.32897 -2.96350 4.86583
C -2.81035 -4.25920 4.28116
O -3.14795 -4.42169 2.94042
H -3.67309 -3.00516 5.89924
H -4.23083 -2.56430 4.40174
H -2.53014 -2.24333 4.68883
H -3.29343 -4.99785 4.92080
H -1.73831 -4.43985 4.35984
H -2.84725 -5.29939 2.69380
C 0.97271 1.56400 3.13224
C 2.25955 2.12670 3.59282
O 1.85587 3.38237 4.11201
H 0.46006 2.34966 2.57724
H 0.39286 1.11637 3.93939
H 1.12352 0.79459 2.37503
H 2.86088 2.52771 2.77692
H 2.89574 1.58669 4.29407
H 2.64249 3.91897 4.23403
C 7.10027 -1.85756 -0.99326
C 5.63294 -1.77190 -0.72212
C 5.60209 -1.85694 0.88242
C 4.20430 -1.52720 1.39214
C 4.04462 0.00256 0.97616
C 3.90008 0.21451 -0.56525
N 5.12006 -0.46135 -1.18628
O 5.27452 -0.30864 -2.52921
C 2.60521 -0.54336 -1.06371
C 3.91021 1.79197 -0.93654
C 4.86592 -2.91528 -1.32401
H 7.57616 -0.89928 -0.78509
H 7.11761 -2.03362 -2.06880
H 7.58068 -2.61527 -0.37424
H 5.77166 -2.90330 1.13633
H 6.33047 -1.15767 1.29300
H 4.23847 -1.72223 2.46400
H 3.36809 -2.10854 1.00368
H 4.88559 0.60942 1.31170
H 3.17737 0.23596 1.59383
H 2.62462 -0.53373 -2.15349
H 2.47382 -1.53589 -0.63276
H 1.75165 0.04899 -0.73409
H 4.02002 1.99260 -2.00227
H 2.96068 2.22978 -0.62862
H 4.80260 2.32228 -0.60410
H 4.24250 -2.66216 -2.18155
H 4.16212 -3.34012 -0.60828
H 5.63205 -3.65722 -1.54909
H 4.56719 -0.83962 -2.90250
C -4.37154 5.19918 0.77616
C -4.93048 5.12462 -0.72156
C -5.99797 6.28237 -0.90058
C -5.40239 7.62089 -1.23474
C -4.57793 7.49567 -2.47820
C -3.35915 6.53087 -2.23262
N -3.92766 5.24901 -1.75172
O -2.98388 4.26712 -1.68131
C -2.61310 6.50728 -3.62134
C -2.22951 7.05887 -1.23655
C -5.71481 3.83246 -0.79914
H -4.26524 6.24158 1.07650
H -3.39422 4.72082 0.84026
H -4.98145 4.69805 1.52781
H -6.76374 5.92812 -1.59066
H -6.49428 6.41129 0.06127
H -4.93452 8.11152 -0.38123
H -6.29117 8.20214 -1.48033
H -4.11303 8.44535 -2.74292
H -5.06684 7.00939 -3.32235
H -3.26509 6.64588 -4.48378
H -1.86635 7.30124 -3.63100
H -2.12689 5.53338 -3.67791
H -2.06817 8.10493 -1.49701
H -2.54142 7.15892 -0.19694
H -1.28521 6.53797 -1.39484
H -6.21748 3.36645 -1.64665
H -6.28382 3.73994 0.12593
H -4.99364 3.04706 -0.57297
H -3.05113 3.77055 -2.50014
C -0.01632 3.09470 -2.55772
C -0.30334 2.04972 -3.66507
C -0.04949 2.59731 -5.21954
O -0.89553 1.95764 -6.27213
C -0.83596 2.82901 -7.47896
N 0.39988 0.76629 -3.32244
H -0.70474 3.04550 -1.71405
H -0.16966 4.11143 -2.91944
H 1.01149 3.03942 -2.19903
H -1.35262 1.78419 -3.53617
H 1.01375 2.45221 -5.41078
H -0.23168 3.66714 -5.32128
H -1.31932 2.33035 -8.31908
H 0.17121 2.92724 -7.88402
H -1.21248 3.84456 -7.35649
H -0.02770 0.37468 -2.49544
H 0.23643 0.15959 -4.11320
C 3.06917 -5.20166 2.85250
C 1.72136 -4.99060 2.03025
C 1.57869 -6.07321 0.93027
O 2.63998 -5.78906 0.06505
C 2.76826 -6.64457 -1.13901
N 0.60610 -4.77987 2.99585
H 3.94737 -5.13149 2.21068
H 2.88913 -6.17361 3.31186
H 3.20677 -4.48906 3.66575
H 1.93462 -4.14599 1.37509
H 0.62342 -6.03519 0.40670
H 1.78913 -7.09186 1.25609
H 3.73524 -7.14742 -1.15232
H 2.66883 -6.10446 -2.08055
H 2.00969 -7.41288 -0.98939
H 0.49126 -5.64646 3.50174
H 0.86674 -4.05760 3.65197
C -1.07517 -2.85203 0.41108
C -0.51945 -1.72280 1.20345
C -1.44821 -0.51064 1.05003
O -1.78489 -0.06353 -0.24382
C -2.77251 0.99303 -0.33536
N -0.62952 -2.25168 2.52632
H -2.13141 -2.93989 0.66549
H -0.50252 -3.77078 0.53781
H -1.13636 -2.60210 -0.64811
H 0.49565 -1.53862 0.85165
H -0.93347 0.33310 1.50964
H -2.37261 -0.70306 1.59460
H -2.64351 1.83119 0.34944
H -3.73213 0.48193 -0.25780
H -2.49186 1.42547 -1.29574
H -0.16049 -3.14250 2.60729
H -1.56099 -2.51405 2.81549

Mulliken population analysis, charges in e, atoms 1 to 2: -1.278 0.310